(1)
{
  "formula": "C24H16Cl5MoN4O2S",
  "method": "the ωB97M-V functional and the def2-TZVPD basis",
  "elements": ["Mo", "Cl", "C", "C", "Cl", "C", "Cl", "C", "O", "C", "Cl", "C", "Cl", "O", "N", "C", "C", "C", "C", "C", "S", "H", "H", "H", "H", "N", "C", "C", "C", "N", "C", "C", "H", "H", "H", "H", "H", "H", "C", "C", "C", "C", "C", "C", "C", "C", "N", "H", "H", "H", "H", "H", "H"],
  "coordinates": [[0.2171, 0.0340, -0.3608], [-2.3877, 7.2957, -1.7607], [-1.7682, 5.7603, -1.3116], [-0.3938, 5.5694, -1.1667], [0.6731, 6.8919, -1.4190], [0.1035, 4.3225, -0.8347], [1.7928, 4.0789, -0.6696], [-0.7289, 3.1863, -0.6367], [-0.2397, 2.0411, -0.3597], [-2.1201, 3.4397, -0.7710], [-3.1912, 2.1249, -0.5028], [-2.6281, 4.6830, -1.1074], [-4.3202, 4.9043, -1.2799], [-0.0500, -0.2055, 1.8602], [0.6346, -1.1665, 2.4163], [1.0819, -0.9980, 3.6779], [1.8143, -1.9658, 4.3129], [2.0738, -3.1676, 3.6552], [1.6049, -3.3324, 2.3712], [0.9171, -2.3059, 1.7234], [0.4747, -2.4145, 0.0673], [0.8361, -0.0422, 4.1135], [2.1859, -1.7927, 5.3073], [2.6523, -3.9406, 4.1283], [1.7975, -4.2287, 1.8060], [-5.4223, -2.1199, -1.6582], [-4.2212, -1.5830, -1.3420], [-3.2469, -1.3522, -2.3264], [-2.0486, -0.7877, -1.9761], [-1.7165, -0.4589, -0.7138], [-2.6524, -0.6698, 0.2306], [-3.8849, -1.2154, -0.0283], [-5.6015, -2.4308, -2.5949], [-6.0817, -2.3553, -0.9413], [-3.4424, -1.6015, -3.3580], [-1.2932, -0.5844, -2.7274], [-2.3662, -0.3716, 1.2340], [-4.6013, -1.3460, 0.7685], [1.3860, 0.4961, -2.1929], [2.3353, -0.1763, -1.3347], [2.9171, -1.4341, -1.6457], [3.6506, -2.1298, -0.7273], [3.8624, -1.5957, 0.5615], [3.3714, -0.3284, 0.8680], [2.6186, 0.3934, -0.0531], [4.5601, -2.3502, 1.5214], [5.1112, -2.9827, 2.3063], [1.2757, 0.0176, -3.1653], [1.5609, 1.5705, -2.3100], [2.7628, -1.8439, -2.6344], [4.0712, -3.0931, -0.9751], [3.6038, 0.1036, 1.8327], [2.4589, 1.4574, 0.1256]],
  "spin_multiplicity": 2,
  "homo_ev": [-7.03, -6.69],
  "e_tot_ev": -110504.597,
  "lumo_ha": [-0.030, -0.019]
}

(2)
{
  "formula": "C24H17AsN2PtS4",
  "method": "the ωB97M-V functional and the def2-TZVPD basis",
  "elements": ["Pt", "S", "S", "S", "S", "N", "C", "C", "C", "C", "N", "C", "C", "H", "H", "H", "H", "C", "C", "C", "C", "C", "C", "As", "C", "C", "C", "C", "C", "C", "C", "C", "C", "C", "C", "C", "H", "H", "H", "H", "H", "H", "H", "H", "H", "H", "H", "H", "H"],
  "coordinates": [[-0.0324, -1.1027, -1.0068], [2.4365, -2.7280, -1.7879], [1.7946, -4.4771, -1.5198], [-0.1446, -4.6825, -1.1485], [-1.2535, -3.0465, -1.1337], [-0.1876, 0.8740, -8.1657], [-0.1675, 0.5497, -7.0653], [-0.1422, 0.1455, -5.6883], [-1.0101, -0.8343, -5.2205], [-0.9546, -1.1956, -3.8911], [-0.0936, -0.6353, -3.0266], [0.7438, 0.3148, -3.4829], [0.7528, 0.7282, -4.7960], [-1.7213, -1.3110, -5.8794], [-1.6188, -1.9520, -3.5026], [1.4255, 0.7433, -2.7640], [1.4449, 1.4930, -5.1174], [3.6054, 2.3834, 3.5517], [2.2475, 2.6146, 3.7294], [1.3315, 2.1515, 2.7966], [1.8066, 1.4478, 1.6969], [3.1641, 1.2244, 1.4948], [4.0654, 1.6915, 2.4384], [0.5289, 0.7160, 0.4674], [0.0081, -1.0209, 1.2094], [0.8470, -2.1052, 1.5545], [0.3446, -3.1417, 2.3117], [-0.9737, -3.0753, 2.7674], [-1.7967, -1.9838, 2.5030], [-1.3155, -0.9342, 1.7422], [-2.0116, 0.3386, 1.4886], [-3.3415, 0.5961, 1.7936], [-3.8842, 1.8439, 1.5115], [-3.1100, 2.8340, 0.9261], [-1.7749, 2.5902, 0.6107], [-1.2389, 1.3518, 0.9027], [4.3118, 2.7539, 4.2821], [1.8980, 3.1625, 4.5938], [0.2733, 2.3358, 2.9332], [3.5215, 0.7009, 0.6159], [5.1249, 1.5253, 2.3001], [1.8775, -2.1166, 1.2187], [0.9683, -3.9843, 2.5769], [-1.3594, -3.8837, 3.3762], [-2.7911, -1.9526, 2.9268], [-3.9605, -0.1634, 2.2530], [-4.9191, 2.0433, 1.7530], [-3.5422, 3.8023, 0.7133], [-1.1770, 3.3704, 0.1569]],
  "spin_multiplicity": 1,
  "homo_ev": -14.47,
  "e_tot_ev": -135554.406,
  "total_charge": 2,
  "lumo_ha": -0.326
}

(3)
{
  "formula": "C24H17IN4O2Re",
  "method": "the ωB97M-V functional and the def2-TZVPD basis",
  "elements": ["Re", "C", "C", "C", "C", "C", "C", "N", "C", "C", "C", "C", "C", "C", "N", "N", "C", "C", "C", "C", "C", "N", "H", "H", "H", "H", "H", "H", "H", "H", "H", "H", "H", "H", "H", "I", "C", "C", "C", "C", "C", "C", "C", "O", "O", "H", "H", "H", "H"],
  "coordinates": [[0.5602, 0.2074, 0.0247], [-0.0704, -3.5852, -3.9741], [0.1997, -3.6357, -2.6068], [0.0363, -2.5160, -1.8245], [-0.4245, -1.3114, -2.4085], [-0.6815, -1.2685, -3.8028], [-0.5030, -2.3971, -4.5658], [-0.5452, -0.1804, -1.6372], [-1.4477, 0.8470, -1.9522], [-2.6742, 0.7092, -2.5938], [-3.4615, 1.8431, -2.7559], [-3.0500, 3.0874, -2.2889], [-1.8366, 3.2330, -1.6220], [-1.0661, 2.1024, -1.4554], [0.1685, 2.0169, -0.7710], [0.9533, 3.0115, -0.7645], [2.1854, 2.6092, -0.2953], [3.2586, 3.4786, -0.1713], [4.4816, 2.9481, 0.1980], [4.6010, 1.5764, 0.4195], [3.4948, 0.7673, 0.2912], [2.2916, 1.2721, -0.0517], [0.0618, -4.4702, -4.5810], [0.5224, -4.5632, -2.1557], [0.1938, -2.5737, -0.7565], [-0.9630, -0.3354, -4.2682], [-0.6801, -2.3603, -5.6315], [-3.0222, -0.2546, -2.9358], [-4.4205, 1.7472, -3.2457], [-3.6865, 3.9500, -2.4257], [-1.5108, 4.1876, -1.2350], [3.1175, 4.5297, -0.3748], [5.3428, 3.5936, 0.3025], [5.5479, 1.1357, 0.6948], [3.5305, -0.2979, 0.4765], [-1.9810, -2.5003, 7.8611], [-1.3314, -1.9006, 6.0003], [-1.1127, -2.8600, 5.0014], [-0.6875, -2.4641, 3.7582], [-0.4596, -1.0983, 3.5028], [-0.6692, -0.1393, 4.5112], [-1.1124, -0.5408, 5.7472], [-0.0133, -0.6942, 2.2237], [0.3597, 0.5418, 1.9382], [0.0815, -1.4443, 1.1788], [-1.2810, -3.9057, 5.2148], [-0.5211, -3.1915, 2.9765], [-0.4861, 0.9060, 4.3046], [-1.2900, 0.1874, 6.5258]],
  "spin_multiplicity": 2,
  "homo_ev": [-13.64, -13.63],
  "e_tot_ev": -45434.085,
  "total_charge": 2,
  "lumo_ha": [-0.293, -0.327]
}

(4)
{
  "formula": "C24H17N4Zr",
  "method": "the ωB97M-V functional and the def2-TZVPD basis",
  "elements": ["Zr", "C", "C", "N", "C", "C", "C", "C", "C", "C", "C", "N", "C", "C", "C", "C", "C", "C", "C", "C", "N", "C", "H", "H", "H", "H", "H", "H", "H", "H", "H", "H", "H", "H", "N", "C", "C", "C", "C", "C", "C", "H", "H", "H", "H", "H"],
  "coordinates": [[-0.9318, -0.9605, -1.0535], [-5.1576, -0.9896, 0.7647], [-4.0698, -1.1484, -0.0964], [-2.8690, -0.6671, 0.1779], [-2.6677, 0.0515, 1.3264], [-3.7063, 0.2154, 2.2691], [-4.9698, -0.3210, 1.9441], [-3.4400, 0.8902, 3.4787], [-2.1773, 1.3525, 3.7118], [-1.1435, 1.2043, 2.7682], [-1.3606, 0.5811, 1.5567], [-0.4299, 0.3795, 0.5420], [0.9428, 0.3760, 0.8577], [1.6523, 1.4597, 1.3134], [3.0040, 1.3429, 1.6927], [3.6602, 0.1481, 1.6091], [2.9910, -0.9799, 1.0839], [3.6087, -2.2389, 0.9241], [2.9150, -3.2781, 0.3671], [1.6040, -3.0541, -0.0673], [0.9832, -1.8976, 0.0739], [1.6456, -0.8543, 0.6767], [-6.1183, -1.3993, 0.4898], [-4.1859, -1.6782, -1.0357], [-5.7874, -0.1939, 2.6426], [-4.2342, 1.0214, 4.2007], [-1.9538, 1.8596, 4.6410], [-0.1676, 1.5944, 3.0127], [1.1590, 2.4196, 1.3870], [3.5210, 2.2181, 2.0624], [4.6919, 0.0542, 1.9210], [4.6357, -2.3653, 1.2431], [3.3620, -4.2522, 0.2335], [1.0537, -3.8517, -0.5549], [-1.0327, -0.0694, -2.6193], [0.0393, 0.5054, -3.2856], [-0.0825, 1.6367, -4.0922], [1.0411, 2.2096, -4.6651], [2.3058, 1.6823, -4.4340], [2.4414, 0.5605, -3.6308], [1.3213, -0.0341, -3.0726], [-1.0663, 2.0558, -4.2566], [0.9317, 3.0816, -5.2967], [3.1763, 2.1372, -4.8859], [3.4210, 0.1351, -3.4521], [1.4439, -0.9391, -2.4736]],
  "spin_multiplicity": 1,
  "homo_ev": -10.34,
  "e_tot_ev": -32400.434,
  "total_charge": 1,
  "lumo_ha": -0.139
}

(5)
{
  "formula": "C24H18AuCl5N3Sb",
  "method": "the ωB97M-V functional and the def2-TZVPD basis",
  "elements": ["Au", "C", "C", "C", "C", "C", "C", "N", "Sb", "C", "C", "C", "C", "C", "C", "N", "C", "C", "C", "C", "C", "C", "N", "H", "H", "H", "H", "H", "H", "H", "H", "H", "H", "H", "H", "H", "H", "H", "H", "H", "H", "Cl", "C", "C", "C", "Cl", "C", "Cl", "C", "Cl", "C", "Cl"],
  "coordinates": [[-0.1925, 0.3463, -0.0442], [-3.4935, -0.6256, -0.3985], [-2.5905, -1.7919, -0.6327], [-3.0166, -2.9586, -1.2650], [-2.1405, -4.0167, -1.4264], [-0.8548, -3.9341, -0.9028], [-0.4885, -2.7506, -0.2823], [-1.3263, -1.7230, -0.1841], [1.4011, -2.6981, 0.8520], [0.6624, -1.2743, 2.3411], [0.8469, -1.6331, 3.6647], [0.4125, -0.7728, 4.6661], [-0.1866, 0.4197, 4.3073], [-0.3471, 0.7375, 2.9642], [-0.9915, 2.0158, 2.5334], [0.0770, -0.1127, 2.0119], [2.5178, -1.1493, -0.2298], [3.7251, -1.5134, -0.8043], [4.5297, -0.5107, -1.3344], [4.1304, 0.8085, -1.2286], [2.8995, 1.1178, -0.6506], [2.4230, 2.5266, -0.5024], [2.1272, 0.1242, -0.1864], [-4.3765, -0.6691, -1.0326], [-2.9623, 0.3094, -0.5762], [-3.8290, -0.6288, 0.6412], [-4.0351, -3.0242, -1.6238], [-2.4564, -4.9152, -1.9409], [-0.1624, -4.7616, -0.9793], [1.3217, -2.5726, 3.9129], [0.5477, -1.0324, 5.7076], [-0.5268, 1.1163, 5.0604], [-1.1642, 2.6684, 3.3855], [-1.9560, 1.8162, 2.0595], [-0.3604, 2.5388, 1.8113], [4.0248, -2.5524, -0.8422], [5.4660, -0.7646, -1.8143], [4.7582, 1.6114, -1.5905], [2.9355, 3.1951, -1.1909], [2.6240, 2.8759, 0.5130], [1.3480, 2.5876, -0.6755], [0.6325, -1.0994, -3.1058], [-0.2594, 0.3408, -3.1653], [-0.6042, 1.0019, -1.9675], [-1.3148, 2.1744, -2.1313], [-1.7799, 3.0478, -0.7315], [-1.6789, 2.6976, -3.4070], [-2.5174, 4.1536, -3.5255], [-1.3296, 1.9972, -4.5800], [-1.7678, 2.5970, -6.1079], [-0.6203, 0.8176, -4.4635], [-0.1844, -0.0420, -5.8597]],
  "spin_multiplicity": 1,
  "homo_ev": -13.99,
  "e_tot_ev": -102475.793,
  "total_charge": 2,
  "lumo_ha": -0.337
}

What is the formula in the fourth record?
C24H17N4Zr